Density functional theory data (the ωB97M-V functional and the def2-TZVPD basis) for the molecule C19H26FN3O4S2 in a non-equilibrium geometry.

ORCA input file:
```
! wB97M-V def2-TZVPD RIJCOSX def2/J DEFGRID3
* xyz 0 1
C -3.806 0.307 1.706
H -3.767 1.277 1.216
C -2.423 -0.332 1.757
H -2.061 -0.498 0.743
H -2.504 -1.308 2.234
C -1.422 0.552 2.517
N -0.051 0.325 2.081
C 0.795 1.303 1.746
S 2.440 1.138 1.687
N 0.279 2.571 1.437
C -0.575 2.981 0.443
O -0.866 4.151 0.332
C -1.115 1.938 -0.476
C -0.386 0.813 -0.841
C -0.940 -0.143 -1.670
C -2.222 0.042 -2.160
C -2.939 1.195 -1.868
C -2.384 2.135 -1.022
H -2.924 3.034 -0.766
H -3.924 1.325 -2.287
F -2.789 -0.894 -2.924
S -0.068 -1.714 -1.800
O -0.286 -2.332 -3.069
O -0.427 -2.427 -0.607
N 1.515 -1.196 -1.626
C 2.414 -2.186 -1.060
H 1.954 -2.565 -0.148
C 3.754 -1.503 -0.777
H 4.486 -2.227 -0.419
O 4.288 -0.949 -1.958
C 3.415 0.006 -2.506
H 3.896 0.383 -3.409
C 2.056 -0.619 -2.841
H 1.357 0.139 -3.200
H 2.174 -1.390 -3.615
H 3.267 0.831 -1.793
H 3.614 -0.714 -0.024
H 2.567 -3.017 -1.763
H 0.623 0.647 -0.503
H 0.814 3.338 1.831
C 0.453 -1.004 2.369
C 0.466 -1.236 3.878
C -0.935 -1.035 4.447
C -1.476 0.334 4.039
H -2.505 0.450 4.378
H -0.875 1.110 4.519
H -0.910 -1.104 5.536
H -1.592 -1.825 4.082
H 0.823 -2.244 4.087
H 1.158 -0.527 4.337
H 1.463 -1.084 1.966
H -0.183 -1.731 1.859
H -1.670 1.598 2.313
H -4.209 0.443 2.707
H -4.489 -0.329 1.149
*
```

As for the structure (SMILES): CC[C@H]1CCCCN1C(=S)NC(=O)c1ccc(F)c(S(=O)(=O)N2CCOCC2)c1. The frontier orbital gap comes out at 8.588 eV. Its calculated total energy is -57173.4205 eV. For the HOMO energy, the calculation gives -8.60 eV.

***

Density functional theory data (the ωB97M-V functional and the def2-TZVPD basis) for a structure of composition C19H26I2IrNO4PS3Te in a non-equilibrium geometry.

ORCA input file:
```
! wB97M-V def2-TZVPD RIJCOSX def2/J DEFGRID3
* xyz 1 1
Ir -0.573 0.024 -0.442
I 0.660 0.827 4.594
C -1.016 1.314 3.477
C -2.045 2.072 4.083
C -3.175 2.427 3.404
I -4.636 3.546 4.389
C -3.339 2.043 2.047
C -4.454 2.319 1.230
C -4.478 1.865 -0.063
C -3.385 1.161 -0.578
N -2.324 0.903 0.162
C -2.294 1.307 1.463
C -1.133 0.918 2.167
O -0.244 0.168 1.509
H -1.921 2.372 5.114
H -5.285 2.881 1.635
H -5.327 2.044 -0.706
H -3.394 0.784 -1.589
C 0.567 -3.648 -0.961
C 1.373 -2.886 -2.008
S 1.328 -1.064 -1.947
C 3.047 -0.680 -1.501
C 3.509 -1.193 -0.147
S 2.455 -0.499 1.138
C 2.139 -1.921 2.208
C 1.021 -2.862 1.780
S 1.478 -4.102 0.537
H 0.277 -4.607 -1.394
H -0.358 -3.126 -0.708
H 1.002 -3.123 -3.007
H 2.418 -3.192 -1.971
H 3.094 0.410 -1.559
H 3.672 -1.079 -2.301
H 4.552 -0.914 0.006
H 3.433 -2.279 -0.113
H 1.876 -1.486 3.171
H 3.077 -2.462 2.345
H 0.164 -2.301 1.407
H 0.676 -3.419 2.653
C -4.291 2.030 -5.227
C -2.835 1.806 -4.912
O -2.752 0.761 -3.899
P -1.352 0.297 -3.342
O -1.580 -0.696 -2.212
Te -0.187 1.994 -2.114
O -0.525 -0.235 -4.561
C -0.776 -1.543 -5.170
C -1.809 -1.452 -6.266
H -4.379 2.756 -6.035
H -4.823 2.416 -4.359
H -4.762 1.101 -5.546
H -2.370 2.707 -4.504
H -2.274 1.481 -5.788
H -1.077 -2.236 -4.382
H 0.194 -1.845 -5.556
H -2.767 -1.103 -5.881
H -1.962 -2.443 -6.695
H -1.474 -0.787 -7.061
*
```

The frontier orbital gap comes out at 6.237 eV. Its calculated total energy is -97930.0135 eV. For the HOMO energy, the calculation gives -10.59 eV.

***

Density functional theory data (the ωB97M-V functional and the def2-TZVPD basis) for the molecule C19H26N2O2.

ORCA input file:
```
! wB97M-V def2-TZVPD RIJCOSX def2/J DEFGRID3
* xyz 0 1
C 0.856 -1.991 6.992
H 1.638 -1.243 6.895
H 0.984 -2.496 7.947
H -0.105 -1.481 6.997
C 0.909 -3.009 5.844
C 0.702 -2.283 4.524
C 1.588 -1.282 4.143
C 1.453 -0.591 2.952
C 0.405 -0.895 2.095
C -0.493 -1.892 2.461
C -0.344 -2.570 3.654
H -1.065 -3.334 3.893
H -1.309 -2.125 1.794
O 0.168 -0.287 0.887
C 1.059 0.709 0.451
C 0.673 1.227 -0.939
O 1.332 2.087 -1.483
N -0.430 0.629 -1.443
N -1.066 0.801 -2.633
C -0.680 1.624 -3.514
C -1.448 1.729 -4.790
H -2.263 1.001 -4.755
C -0.526 1.414 -5.989
C -0.363 2.602 -6.948
C -1.708 3.163 -7.281
C -2.538 3.412 -6.280
C -2.068 3.141 -4.888
H -2.879 3.231 -4.165
H -1.298 3.873 -4.622
H -3.534 3.800 -6.429
H -1.971 3.329 -8.314
H 0.240 3.373 -6.458
H 0.169 2.280 -7.844
H -0.946 0.576 -6.547
H 0.457 1.107 -5.628
H 0.186 2.275 -3.413
H -0.874 -0.076 -0.865
H 1.063 1.571 1.133
H 2.086 0.325 0.380
H 2.170 0.178 2.709
H 2.416 -1.019 4.784
C -0.158 -4.076 6.103
H -0.144 -4.839 5.329
H -1.150 -3.633 6.150
H 0.039 -4.561 7.057
C 2.280 -3.700 5.825
H 2.440 -4.242 6.755
H 2.333 -4.407 5.000
H 3.085 -2.980 5.709
*
```

As for the structure (SMILES): CC(C)(C)c1ccc(OCC(=O)N/N=C/[C@H]2CC=CCC2)cc1. The frontier orbital gap comes out at 9.352 eV. Its calculated total energy is -27199.1091 eV. For the HOMO energy, the calculation gives -8.64 eV.

***

Density functional theory data (the ωB97M-V functional and the def2-TZVPD basis) for a cluster of 2 separate species, C19H26N2O4P in total in a non-equilibrium geometry.

ORCA input file:
```
! wB97M-V def2-TZVPD RIJCOSX def2/J DEFGRID3
* xyz 1 1
N -1.234 -0.087 -1.422
P -1.806 0.675 -2.978
O -2.877 -0.445 -3.767
C -2.666 2.276 -2.389
C -1.668 3.617 -2.289
C -2.315 5.017 -1.743
C -3.910 5.152 -1.358
C -4.865 3.795 -1.478
C -4.247 2.321 -1.972
C -5.284 1.067 -1.946
O -5.000 -0.219 -1.674
C -6.926 1.347 -2.144
C -7.455 2.689 -1.692
C -6.478 3.880 -1.069
O -6.988 4.877 -0.318
H -1.522 0.559 -0.631
H -1.821 -0.939 -1.300
H -3.005 -1.205 -3.113
H -0.513 3.561 -2.559
H -1.620 5.954 -1.614
H -4.387 6.162 -0.962
H -7.595 0.481 -2.561
H -8.601 2.907 -1.779
C 5.095 -1.043 0.878
C 3.839 -0.718 1.737
C 3.912 -1.469 3.095
C 3.628 -2.964 2.984
C 2.317 -3.225 2.252
C 2.238 -2.510 0.874
N 2.601 -1.053 0.953
O 1.520 -0.382 1.555
C 3.168 -3.238 -0.134
C 0.811 -2.739 0.277
C 3.972 0.812 2.031
H 5.533 -2.015 1.118
H 4.869 -1.018 -0.195
H 5.898 -0.311 1.028
H 3.188 -1.036 3.798
H 4.899 -1.328 3.550
H 4.455 -3.476 2.478
H 3.573 -3.400 3.989
H 2.187 -4.307 2.122
H 1.488 -2.894 2.891
H 3.199 -2.710 -1.094
H 2.811 -4.255 -0.336
H 4.192 -3.357 0.221
H 0.013 -2.382 0.936
H 0.619 -3.806 0.114
H 0.706 -2.236 -0.693
H 3.925 1.399 1.102
H 4.928 1.033 2.516
H 3.197 1.183 2.711
*
```

The frontier orbital gap comes out at 2.360 eV. Its calculated total energy is -40560.7865 eV. For the HOMO energy, the calculation gives -10.41 eV.

***

Question: Which value of HOMO energy does entry 2 give?
Answer: -10.59 eV

***

Question: Among the records above, which one has the lowest calculated total energy?
Answer: C19H26I2IrNO4PS3Te

***

What did the fourth record say?
Density functional theory data (the ωB97M-V functional and the def2-TZVPD basis) for a cluster of 2 separate species, C19H26N2O4P in total in a non-equilibrium geometry.

ORCA input file:
```
! wB97M-V def2-TZVPD RIJCOSX def2/J DEFGRID3
* xyz 1 1
N -1.234 -0.087 -1.422
P -1.806 0.675 -2.978
O -2.877 -0.445 -3.767
C -2.666 2.276 -2.389
C -1.668 3.617 -2.289
C -2.315 5.017 -1.743
C -3.910 5.152 -1.358
C -4.865 3.795 -1.478
C -4.247 2.321 -1.972
C -5.284 1.067 -1.946
O -5.000 -0.219 -1.674
C -6.926 1.347 -2.144
C -7.455 2.689 -1.692
C -6.478 3.880 -1.069
O -6.988 4.877 -0.318
H -1.522 0.559 -0.631
H -1.821 -0.939 -1.300
H -3.005 -1.205 -3.113
H -0.513 3.561 -2.559
H -1.620 5.954 -1.614
H -4.387 6.162 -0.962
H -7.595 0.481 -2.561
H -8.601 2.907 -1.779
C 5.095 -1.043 0.878
C 3.839 -0.718 1.737
C 3.912 -1.469 3.095
C 3.628 -2.964 2.984
C 2.317 -3.225 2.252
C 2.238 -2.510 0.874
N 2.601 -1.053 0.953
O 1.520 -0.382 1.555
C 3.168 -3.238 -0.134
C 0.811 -2.739 0.277
C 3.972 0.812 2.031
H 5.533 -2.015 1.118
H 4.869 -1.018 -0.195
H 5.898 -0.311 1.028
H 3.188 -1.036 3.798
H 4.899 -1.328 3.550
H 4.455 -3.476 2.478
H 3.573 -3.400 3.989
H 2.187 -4.307 2.122
H 1.488 -2.894 2.891
H 3.199 -2.710 -1.094
H 2.811 -4.255 -0.336
H 4.192 -3.357 0.221
H 0.013 -2.382 0.936
H 0.619 -3.806 0.114
H 0.706 -2.236 -0.693
H 3.925 1.399 1.102
H 4.928 1.033 2.516
H 3.197 1.183 2.711
*
```

The frontier orbital gap comes out at 2.360 eV. Its calculated total energy is -40560.7865 eV. For the HOMO energy, the calculation gives -10.41 eV.